P.
Below is a cluster of 10 separate species, H20O10 in total, with properties calculated with ωB97M-V/def2-TZVPD.

```
! RIJCOSX wB97M-V def2-TZVPD def2/J DEFGRID3
* xyz 0 1
O -0.905 -0.338 0.043
H -1.021 0.262 0.789
H 0.051 -0.445 -0.025
O 0.099 0.142 3.045
H -0.144 -0.754 2.785
H -0.596 0.405 3.658
O -3.605 1.094 2.457
H -3.708 0.318 1.896
H -2.898 1.596 2.036
O 4.293 0.292 2.258
H 5.104 0.161 2.762
H 3.842 -0.558 2.316
O -2.612 1.076 -1.557
H -3.108 1.792 -1.970
H -2.837 0.301 -2.085
O 0.147 1.799 -1.648
H 0.752 2.313 -1.101
H 0.229 2.194 -2.523
O -0.701 -0.475 -2.833
H -0.394 -1.387 -2.773
H -0.375 -0.064 -2.024
O -2.007 -1.826 0.879
H -2.656 -2.234 1.463
H -1.209 -1.772 1.417
O 1.638 -3.423 -2.332
H 1.948 -4.071 -1.690
H 0.928 -3.876 -2.800
O 3.447 1.992 -0.463
H 4.199 1.905 0.133
H 3.537 1.245 -1.065
*
```

**Highest occupied orbital energy**: -9.88 eV
**LUMO energy**: 0.093 eV
**Frontier orbital gap**: 9.98 eV
**SMILES**: O.O.O.O.O.O.O.O.O.O

Need the Löwdin charges? In units of e they are:
1. O -0.106
2. H 0.042
3. H 0.065
4. O -0.041
5. H 0.016
6. H 0.046
7. O -0.059
8. H 0.025
9. H 0.031
10. O -0.053
11. H 0.037
12. H 0.037
13. O -0.070
14. H 0.038
15. H 0.033
16. O -0.058
17. H 0.042
18. H 0.059
19. O -0.073
20. H 0.024
21. H -0.027
22. O -0.078
23. H 0.046
24. H 0.023
25. O -0.059
26. H 0.033
27. H 0.036
28. O -0.063
29. H 0.019
30. H 0.036

Q.
Below is a cluster of 10 separate species, H20O10 in total, with properties calculated with ωB97M-V/def2-TZVPD.

```
! RIJCOSX wB97M-V def2-TZVPD def2/J DEFGRID3
* xyz 0 1
O -2.123 -0.630 1.307
H -2.315 -0.912 0.427
H -2.340 0.382 1.339
O -1.970 -1.254 -1.308
H -1.977 -0.211 -1.373
H -2.957 -1.397 -1.541
O 0.299 -2.757 -0.740
H -0.460 -2.447 -1.115
H 0.095 -2.567 0.270
O 1.074 1.628 -1.804
H 1.162 0.599 -1.555
H 1.241 1.825 -0.852
O 2.095 -0.947 -0.751
H 1.590 -1.981 -0.802
H 2.946 -0.881 -1.563
O 0.152 -1.897 2.017
H -0.286 -2.612 2.685
H -0.651 -1.347 1.864
O -1.287 1.168 -1.983
H -0.372 1.246 -2.306
H -1.790 1.321 -2.831
O 2.333 0.173 1.801
H 1.546 -0.289 2.081
H 2.584 -0.367 0.917
O 1.238 2.510 0.607
H 1.586 3.296 0.983
H 1.709 1.826 1.173
O -1.689 2.039 0.976
H -1.548 2.219 -0.026
H -0.738 2.039 1.240
*
```

**Highest occupied orbital energy**: -10.83 eV
**LUMO energy**: 0.260 eV
**Frontier orbital gap**: 11.09 eV
**SMILES**: O.O.O.O.O.O.O.O.O.O

Need the Löwdin charges? In units of e they are:
1. O -0.098
2. H -0.032
3. H 0.077
4. O -0.141
5. H 0.054
6. H 0.113
7. O -0.038
8. H -0.040
9. H 0.093
10. O -0.130
11. H 0.088
12. H -0.010
13. O -0.289
14. H 0.097
15. H 0.198
16. O -0.128
17. H 0.152
18. H -0.004
19. O -0.092
20. H -0.003
21. H 0.102
22. O -0.119
23. H -0.010
24. H 0.084
25. O -0.051
26. H 0.057
27. H 0.059
28. O -0.105
29. H 0.079
30. H 0.037

The winner here is Q, beating the second structure by 1.040 eV.

P.
Below is a cluster of 10 separate species, H20O10 in total, with properties calculated with ωB97M-V/def2-TZVPD.

```
! RIJCOSX wB97M-V def2-TZVPD def2/J DEFGRID3
* xyz 0 1
O 11.971 10.199 18.588
H 12.406 10.611 17.842
H 12.664 9.707 19.029
O 8.376 13.503 15.301
H 7.946 14.137 15.875
H 8.453 12.711 15.833
O 11.741 7.544 12.959
H 11.973 8.050 13.738
H 10.870 7.859 12.719
O 13.548 15.147 19.744
H 13.543 14.556 20.497
H 12.624 15.322 19.570
O 17.286 14.895 15.485
H 17.889 15.576 15.186
H 16.874 15.266 16.265
O 15.077 7.590 9.043
H 14.382 7.521 9.698
H 14.713 7.172 8.262
O 13.832 11.686 14.648
H 13.990 11.510 13.720
H 14.455 12.378 14.871
O 13.763 12.446 7.343
H 14.537 12.800 7.781
H 13.118 12.344 8.042
O 10.604 13.555 10.954
H 10.420 14.192 10.263
H 10.146 13.896 11.722
O 15.940 14.766 10.820
H 16.196 14.775 11.742
H 15.113 15.246 10.795
*
```

**Highest occupied orbital energy**: -11.25 eV
**LUMO energy**: 0.142 eV
**Frontier orbital gap**: 11.39 eV
**SMILES**: O.O.O.O.O.O.O.O.O.O

Need the Löwdin charges? In units of e they are:
1. O -0.055
2. H 0.025
3. H 0.029
4. O -0.055
5. H 0.027
6. H 0.029
7. O -0.054
8. H 0.026
9. H 0.029
10. O -0.056
11. H 0.028
12. H 0.028
13. O -0.056
14. H 0.029
15. H 0.029
16. O -0.054
17. H 0.026
18. H 0.028
19. O -0.055
20. H 0.031
21. H 0.025
22. O -0.052
23. H 0.027
24. H 0.024
25. O -0.056
26. H 0.027
27. H 0.028
28. O -0.053
29. H 0.024
30. H 0.028

Q.
Below is a cluster of 10 separate species, H20O10 in total, with properties calculated with ωB97M-V/def2-TZVPD.

```
! RIJCOSX wB97M-V def2-TZVPD def2/J DEFGRID3
* xyz 0 1
O 0.998 -0.439 2.176
H 0.547 0.166 1.602
H 1.192 -1.299 1.717
O 2.598 -0.298 -0.774
H 3.303 -0.960 -0.919
H 3.037 0.038 0.022
O -1.779 2.029 -0.897
H -1.155 1.307 -0.832
H -1.512 2.550 -1.641
O -2.067 0.524 1.935
H -2.942 0.895 1.911
H -2.006 0.372 2.870
O -1.342 0.232 -3.574
H -1.657 0.637 -4.353
H -0.707 0.836 -3.195
O -0.092 -0.118 -0.482
H -0.501 -0.919 -0.135
H 0.835 -0.307 -0.667
O -1.852 -1.847 0.607
H -2.161 -1.045 0.998
H -2.184 -1.709 -0.308
O 0.971 2.040 -2.836
H 1.301 2.504 -3.628
H 1.359 1.143 -2.806
O 3.507 0.323 1.602
H 2.533 0.080 1.759
H 3.536 1.266 1.365
O -1.163 -2.478 3.116
H -1.052 -2.154 2.213
H -1.544 -3.367 3.153
*
```

**Highest occupied orbital energy**: -10.30 eV
**LUMO energy**: 0.306 eV
**Frontier orbital gap**: 10.60 eV
**SMILES**: O.O.O.O.O.O.O.O.O.O

Need the Löwdin charges? In units of e they are:
1. O -0.032
2. H 0.027
3. H 0.100
4. O -0.069
5. H 0.082
6. H -0.021
7. O -0.063
8. H -0.040
9. H 0.007
10. O -0.014
11. H 0.063
12. H 0.057
13. O -0.039
14. H 0.011
15. H -0.030
16. O -0.067
17. H 0.005
18. H 0.001
19. O -0.063
20. H -0.008
21. H 0.101
22. O -0.061
23. H 0.063
24. H 0.048
25. O -0.086
26. H 0.019
27. H 0.067
28. O -0.073
29. H -0.027
30. H 0.045

The winner here is Q, beating the second structure by 1.005 eV.